The following is a quantum chemistry calculation of a single C7H8O molecule at a distorted geometry, from the Open Molecules 2025 dataset.

Each atom is followed by the atoms it is bonded to, with distances in Å.
Element x y z (Å)
1 H 0.78225 -3.02646 -0.34879  C7 1.250
2 C 0.36181 0.28841 -0.41177  C5 1.412, O9 1.467, C10 1.362
3 H -0.25661 -2.89230 -1.83027  C7 1.063
4 H 1.76379 2.11977 2.26567  C12 1.182
5 C -0.18266 -0.83143 -1.07804  C2 1.412, H6 1.260, C7 1.578, C15 1.638
6 H -0.32829 -1.24742 -2.25857  C5 1.260
7 C -0.15113 -2.39837 -0.89465  H1 1.250, H3 1.063, C5 1.578, C15 1.423
8 H 2.06442 -0.46750 0.42118  C10 1.178
9 O -0.66003 1.30016 -0.12268  C2 1.467, C11 1.389
10 C 1.41408 0.51466 0.42226  C2 1.362, H8 1.178, C12 1.537
11 C -0.24273 1.91380 1.05119  O9 1.389, C12 1.415, H13 1.241
12 C 1.07682 1.60266 1.45468  H4 1.182, C10 1.537, C11 1.415
13 H -1.03927 2.62462 1.68370  C11 1.241
14 H -1.38574 -1.61474 0.81150  C15 1.169
15 C -1.30486 -1.77299 -0.34431  C5 1.638, C7 1.423, H14 1.169, H16 1.044
16 H -2.14825 -1.79768 -0.95918  C15 1.044

Computed properties:
* lowest unoccupied orbital energy: 1.043 eV
* frontier orbital gap: 9.5 eV
* SMILES: c1coc(C2CC2)c1
* spin multiplicity: 1

Charges per atom according to Mulliken partitioning, unit e: 0.20 0.39 0.29 0.29 -0.13 0.09 -0.54 0.23 -0.31 -0.38 -0.20 -0.24 0.26 0.21 -0.43 0.26


The following is a quantum chemistry calculation of 2 unconnected molecules or ions with the total composition C7H8O2 at a distorted geometry, from the Open Molecules 2025 dataset.

Each atom is followed by the atoms it is bonded to, with distances in Å.
Element x y z (Å)
1 H -2.57688 0.54009 -0.80202  C16 1.195
2 H -2.99475 -1.46370 -1.79326  C10 1.092
3 H 3.34795 -1.53385 -0.24871  C14 1.056
4 C -0.53849 3.02649 0.90069  C12 1.217
5 H 3.48663 0.08878 0.42690  C14 1.115
6 H 2.76360 -1.02309 1.24175  C14 1.011
7 O 1.19707 -0.53185 -1.47499  C13 1.199
8 H -3.00822 -1.96154 -0.10162  C10 1.012
9 H -1.60201 -2.42110 -0.89561  C10 1.120
10 C -2.43159 -1.66858 -0.88040  H2 1.092, H8 1.012, H9 1.120, C16 1.521
11 C -0.71530 0.00715 0.06759  C16 1.293, O17 1.315
12 C -0.20912 4.05111 1.46791  C4 1.217, H15 1.093
13 C 1.44529 -0.40894 -0.30861  O7 1.199, C14 1.525, O17 1.357
14 C 2.80993 -0.78232 0.26113  H3 1.056, H5 1.115, H6 1.011, C13 1.525
15 H 0.36544 4.71505 2.11808  C12 1.093
16 C -1.78337 -0.32512 -0.58063  H1 1.195, C10 1.521, C11 1.293
17 O 0.44381 -0.30859 0.60180  C11 1.315, C13 1.357

Computed properties:
* lowest unoccupied orbital energy (alpha / beta): -2.231 / -2.231 eV
* frontier orbital gap (alpha / beta): 6.0 / 6.0 eV
* spin multiplicity: 1

Charges per atom according to Mulliken partitioning, unit e: 0.32 0.30 0.34 -0.75 0.32 0.40 -0.45 0.34 0.30 -0.98 0.14 -0.11 0.79 -1.19 0.29 0.17 -0.23